(1)
Here is a structure of composition C8H24N2O4Zn from OMol25. Energies are from ωB97M-V/def2-TZVPD.

```
39
Properties=species:S:1:pos:R:3:forces:R:3:nbo_charge:R:1
Zn -0.708 -0.141 -2.446 -0.551 -0.038 -0.473 0.821
O -1.494 2.841 4.566 -0.332 -1.101 -0.896 -0.562
O -3.936 -1.081 -1.297 0.276 -0.309 -0.292 -0.843
O -0.366 1.168 -5.705 0.276 -0.104 0.370 -0.839
O 0.999 -3.333 -2.926 0.261 -0.387 1.018 -0.545
N -1.491 3.258 0.849 0.487 0.051 0.037 -0.822
N 2.303 -1.582 -1.224 0.155 -0.895 0.782 -0.814
C 0.236 -4.365 -3.512 -0.214 0.098 -0.025 -0.249
C 3.059 -2.609 -1.968 -0.518 0.414 -1.598 -0.073
C 2.152 -3.846 -2.260 0.593 1.554 -0.172 -0.063
C -1.243 3.662 2.240 -1.123 -1.545 0.762 -0.064
C 4.379 -2.976 -1.330 -0.109 -0.957 -0.486 -0.635
C -1.834 1.842 5.559 0.511 0.958 -0.780 -0.244
C -1.859 4.998 2.486 -0.412 0.923 0.597 -0.630
C -1.914 2.570 3.186 1.279 1.797 0.353 -0.067
H -1.516 5.721 1.747 0.057 0.177 0.114 0.202
H -1.645 1.609 2.750 0.075 -0.326 0.606 0.185
H 2.006 -4.386 -1.325 -0.871 -0.047 0.258 0.162
H 0.678 -4.629 -4.473 -0.072 -0.269 -0.111 0.173
H 4.794 -3.742 -1.985 0.467 -0.034 0.047 0.219
H -1.465 2.271 6.491 -0.155 -0.134 0.035 0.193
H 0.175 -5.234 -2.858 0.055 -0.162 -0.006 0.170
H -0.155 3.680 2.303 -0.018 -0.132 0.659 0.191
H -2.944 4.924 2.403 -0.174 -0.115 -0.341 0.198
H 3.206 -2.179 -2.958 0.395 -0.006 -0.137 0.193
H 2.913 -0.804 -1.020 0.305 0.492 -0.585 0.355
H -1.310 0.903 5.379 -0.010 -0.103 -0.140 0.168
H 4.228 -3.473 -0.372 0.004 0.171 0.250 0.202
H 2.647 -4.560 -2.920 0.374 0.082 -0.178 0.174
H 5.106 -2.169 -1.235 -0.251 0.096 -0.008 0.222
H -2.990 2.740 3.137 -0.221 -0.281 -0.143 0.162
H -0.782 -4.003 -3.659 0.086 0.077 -0.110 0.197
H -4.795 -0.963 -0.847 0.596 0.411 -0.073 0.416
H -0.833 1.413 -6.528 -0.215 -0.268 0.624 0.416
H -2.907 1.663 5.628 -0.110 0.049 -0.089 0.169
H 2.369 -2.033 -0.322 -1.074 0.116 0.957 0.341
H -1.737 5.394 3.494 0.487 -0.025 0.023 0.226
H -2.427 3.532 0.584 -0.363 -0.096 -0.043 0.348
H -0.899 3.919 0.369 0.054 -0.130 -0.808 0.348
```
Forces are in eV/Å.

=====

(2)
Here is a structure of composition C8H24N2O9PSeY from OMol25. Energies are from ωB97M-V/def2-TZVPD.

```
46
Properties=species:S:1:pos:R:3:forces:R:3:nbo_charge:R:1
Y 0.005 0.659 0.262 0.683 -0.119 0.038 2.216
Se 1.868 0.309 2.292 -0.813 -2.284 0.648 2.738
P -0.397 -2.786 -0.150 -1.439 -0.855 0.200 2.174
O -1.097 -3.940 -0.813 0.487 0.935 0.252 -1.086
O -0.698 2.633 -0.825 0.085 0.372 0.442 -0.637
O 0.176 0.067 2.647 0.674 0.257 -0.954 -1.165
O -0.842 -1.335 -0.284 0.152 0.549 -0.080 -1.223
O 1.483 1.312 -1.678 0.551 0.645 0.307 -0.623
O 1.775 1.747 1.558 -0.550 1.278 -0.748 -1.079
O -2.246 1.265 0.775 0.138 0.263 -0.103 -0.629
O 2.890 -0.073 3.429 0.096 0.313 0.304 -0.895
O 1.922 -0.702 0.953 -0.537 0.253 -0.337 -1.172
N -1.182 -2.262 2.622 0.339 0.004 -1.613 -0.691
N 1.443 -4.310 -1.281 -0.462 -1.434 -0.493 -0.697
C 1.169 2.582 -2.345 -0.470 0.137 1.620 -0.087
C -0.457 -3.166 1.653 1.214 -0.359 0.688 -0.627
C 0.374 3.451 -1.375 -0.534 -0.778 -0.804 -0.084
C 1.282 -2.918 -0.854 0.600 0.742 0.988 -0.632
C -2.213 2.701 1.026 -0.081 -0.505 -0.382 -0.099
C -1.758 3.443 -0.236 0.247 -0.078 0.689 -0.102
C 2.908 1.007 -1.815 -0.106 0.128 0.997 -0.248
C -3.394 0.728 0.058 -0.154 1.024 0.100 -0.249
H 2.007 -4.910 -0.664 -0.173 0.359 -0.112 0.448
H 0.963 3.845 -0.570 0.416 0.173 0.486 0.216
H 1.214 -2.286 -1.736 0.223 0.077 -0.116 0.260
H -3.371 0.996 -1.016 -0.013 -0.095 0.570 0.202
H 3.111 0.019 -1.420 -0.337 -0.318 -0.203 0.212
H 2.044 3.173 -2.623 0.159 -0.500 -0.128 0.232
H 3.541 1.660 -1.207 -0.404 0.314 -0.064 0.212
H 2.101 -2.580 -0.197 -0.366 -0.083 -0.371 0.302
H -0.129 4.246 -1.905 0.230 0.426 -0.324 0.220
H -3.184 3.043 1.369 -0.185 0.035 -0.017 0.235
H -1.178 -2.681 3.545 0.037 0.037 0.302 0.447
H 0.445 -4.692 -1.329 0.350 0.186 0.147 0.490
H -2.537 3.621 -0.980 0.006 -0.266 0.049 0.223
H -2.156 -2.156 2.315 0.285 0.171 0.266 0.433
H -4.318 1.085 0.541 0.350 -0.039 -0.281 0.218
H -3.314 -0.328 0.194 -0.055 -0.676 -0.178 0.211
H 1.819 -4.396 -2.219 0.308 0.004 -0.177 0.446
H 3.162 1.117 -2.844 0.276 -0.190 -0.742 0.202
H -1.516 2.813 1.869 0.024 0.092 -0.318 0.233
H -1.364 4.421 0.077 -0.005 -0.266 -0.164 0.228
H 0.557 2.326 -3.177 -0.302 -0.039 -0.896 0.212
H -0.841 -4.171 1.729 -0.473 -0.217 0.016 0.267
H -0.646 -1.321 2.620 -0.204 0.027 0.476 0.490
H 0.583 -3.252 2.010 -0.266 0.299 0.022 0.257
```
Forces are in eV/Å.

charge: +2

=====

(3)
Here is a structure of composition C8H24N4O3P2PtS4Sb from OMol25. Energies are from ωB97M-V/def2-TZVPD.

```
47
Properties=species:S:1:pos:R:3:forces:R:3:nbo_charge:R:1
Pt 1.452 -2.062 0.668 0.786 -1.854 1.559 0.451
Sb 4.324 -1.963 2.086 1.354 0.136 0.102 1.341
S 2.150 -2.333 3.054 -0.356 0.094 -2.281 -0.475
S 5.906 -3.426 2.874 -0.584 0.175 -0.237 -0.839
S 5.082 0.214 2.106 -0.382 -0.486 0.019 -0.854
S 3.480 -2.643 -0.171 -0.470 0.134 1.089 -0.658
P 0.875 0.913 0.232 -0.436 1.078 -0.988 2.480
P -1.307 -1.106 0.318 -1.649 1.324 -1.522 2.496
O -0.430 0.071 -0.333 -0.037 -0.335 0.097 -1.122
O 1.445 0.474 1.491 0.169 0.305 0.603 -1.066
O -0.713 -1.936 1.373 1.004 -0.254 0.578 -1.083
N 0.071 2.383 0.425 0.187 -0.589 -0.109 -0.802
N -1.783 -1.886 -1.103 0.464 0.503 1.023 -0.782
N 1.902 0.948 -1.067 -0.674 -0.153 0.529 -0.825
N -2.720 -0.441 0.882 0.852 -0.262 -0.058 -0.809
C -0.669 -2.268 -1.959 0.352 0.066 -0.159 -0.428
C 3.305 0.613 -0.924 0.385 -0.078 0.097 -0.444
C -0.714 3.000 -0.613 -0.079 -0.065 -0.012 -0.404
C -3.449 0.536 0.117 -0.112 0.014 -0.190 -0.402
C 1.470 1.146 -2.427 -0.137 0.110 -0.023 -0.395
C -2.665 -2.995 -0.781 -0.282 -0.288 -0.050 -0.425
C -2.924 -0.356 2.310 -0.040 -0.146 0.342 -0.408
C 0.713 3.325 1.311 0.126 0.068 0.207 -0.414
H 3.927 1.384 -1.387 -0.059 0.178 0.011 0.174
H -2.245 -1.049 2.799 -0.086 0.060 0.145 0.249
H -1.216 2.230 -1.193 -0.123 0.073 -0.115 0.205
H 1.946 2.040 -2.849 -0.080 -0.073 -0.039 0.187
H -3.242 1.552 0.473 -0.002 0.000 -0.059 0.186
H 1.747 0.287 -3.051 -0.021 0.020 0.041 0.193
H -1.059 -2.790 -2.834 0.050 -0.018 0.004 0.204
H 3.562 0.548 0.132 0.150 -0.041 -0.059 0.284
H 0.061 -2.923 -1.444 -0.163 0.008 -0.144 0.201
H -2.729 0.657 2.682 -0.034 -0.058 -0.006 0.185
H -0.042 3.825 1.923 0.009 0.033 0.044 0.182
H -2.126 -3.860 -0.381 0.025 0.000 -0.022 0.197
H -3.202 -3.292 -1.683 -0.035 -0.047 0.022 0.195
H 0.391 1.268 -2.460 -0.088 0.032 -0.201 0.196
H -3.377 -2.653 -0.031 -0.119 -0.170 -0.082 0.218
H 1.391 2.771 1.954 0.065 0.170 0.174 0.254
H -4.523 0.342 0.210 0.018 0.085 -0.051 0.190
H -1.471 3.641 -0.151 -0.054 -0.001 -0.042 0.189
H -0.116 3.629 -1.284 0.046 -0.010 -0.055 0.174
H 3.528 -0.351 -1.391 -0.039 0.180 0.056 0.213
H -3.956 -0.637 2.544 0.043 0.087 0.068 0.182
H 1.272 4.092 0.765 0.089 0.023 -0.052 0.170
H -0.155 -1.364 -2.284 0.051 -0.125 -0.105 0.218
H -3.166 0.450 -0.928 -0.085 0.098 -0.149 0.218
```
Forces are in eV/Å.

charge: -1

=====

| no. | E_HOMO (eV) | electronic energy (eV) | F_max (Eh/bohr) |
| --- | --- | --- | --- |
| 1 | -7.9 | -68262.2859 | 0.043 |
| 2 | -16.2 | -105759.2793 | 0.049 |
| 3 | -3.9 | -92497.8901 | 0.051 |